Record 1
Density functional theory data (ωB97M-V/def2-TZVPD) for a 2-piece molecular cluster, C5H13ClINO3P overall.

Output
Charge: +1
HOMO-LUMO gap, eV: 8.699

```
25
Properties=species:S:1:pos:R:3:forces:R:3
O -2.58491 3.27003 0.38258 0.5215 -1.8530 -1.0474
P -2.42422 1.88241 -0.58645 -0.7811 1.1936 -0.7147
I -4.08514 0.22445 0.18804 0.7004 0.4647 0.0324
C -0.80700 1.02685 -0.02708 -1.7020 -0.9078 0.0667
N 0.45532 1.84627 -0.01306 0.9758 0.8715 0.3416
C 0.98184 1.73497 1.39479 0.1042 -1.5573 0.6668
Cl 2.74587 1.55292 1.50351 -0.7230 0.6737 -0.3059
C 0.32877 0.42043 1.87820 -1.6980 0.7953 -0.5486
O -0.98709 0.51973 1.27686 1.2744 0.6454 -0.1917
H -1.83958 3.28581 0.97652 0.0851 0.3404 1.0257
H -0.65505 0.27258 -0.81456 0.0833 -0.2108 0.3877
H 0.29234 2.82201 -0.27188 -0.0363 0.0727 0.0253
H 1.23338 1.54037 -0.60780 -0.4771 -0.5052 -0.4834
H 0.53889 2.55457 1.95505 0.6058 0.1676 0.1704
H 0.73245 -0.52160 1.51256 0.7791 0.1918 0.3072
H 0.16665 0.49957 2.94850 0.2973 -0.5201 0.0968
C -0.08682 -2.94938 -0.95949 -0.0179 0.1618 0.0096
C 1.11504 -2.59258 -1.81060 -0.0707 -0.1809 0.2654
O 1.49184 -1.22259 -1.60139 -0.2259 0.4043 -0.1812
H -0.92927 -2.29967 -1.20656 -0.0468 -0.0816 -0.0656
H -0.39093 -3.98575 -1.10561 0.0131 0.0224 0.0315
H 0.13743 -2.80043 0.10144 0.0238 -0.1385 0.0231
H 0.88424 -2.71219 -2.86723 0.0913 0.1900 -0.0119
H 1.96851 -3.23281 -1.57260 -0.0492 -0.0339 -0.0764
H 1.71745 -1.13597 -0.67372 0.2731 -0.2063 0.1768
```
Positions in Å, forces in eV/Å.

=====

Record 2
Density functional theory data (ωB97M-V/def2-TZVPD) for a 2-piece molecular cluster, C5H13IN overall.

Output
Energy relative to the best compared isomer or geometry (same formula, charge and spin), kcal per mole: 119.36
Charge: +1
HOMO-LUMO gap (alpha / beta), eV: 9.270 / 7.020

```
20
Properties=species:S:1:pos:R:3:forces:R:3
C -1.06751 -0.82629 -0.14061 -1.0934 1.9018 2.0131
C -0.18209 -0.43321 2.12301 -1.1085 -0.9007 -2.0380
C -0.43418 1.39920 0.56499 1.6332 1.6149 -1.8771
C 1.20050 -0.35267 0.00048 1.0869 0.7809 0.3154
C 0.74991 0.27465 -2.71069 3.4749 -0.2066 -0.2420
N -0.05658 -0.04551 0.67102 -1.4929 1.3821 -0.6305
I 0.90994 -1.58257 -3.48412 -0.3204 -0.0078 -0.0597
H -0.50452 -1.63498 -0.39866 0.4556 -2.5049 -1.3864
H -1.94483 -1.05357 0.44092 -0.1181 -0.3162 0.5201
H -1.42283 -0.16721 -0.88072 -0.0182 0.1745 -1.4235
H -1.02003 0.06010 2.55058 -0.7679 0.5628 0.1725
H -0.46682 -1.45994 1.99535 0.6960 -0.8178 1.1284
H 0.67304 -0.14043 2.62243 1.8818 -0.0719 1.1159
H 0.35187 2.10165 0.83570 0.6402 -0.5869 0.5731
H -0.55694 1.73611 -0.50020 -0.4734 -0.8342 0.9820
H -1.23264 1.67281 1.20388 -1.1721 -0.2688 0.2485
H 2.05074 0.18979 0.40833 -0.1522 0.1348 -0.2279
H 1.37455 -1.39878 -0.20363 -0.1586 -0.0337 -0.0546
H -0.00702 0.69601 -2.18081 -2.5166 0.5777 0.8724
H 1.58544 0.96483 -2.91724 -0.4763 -0.5798 -0.0017
```
Positions in Å, forces in eV/Å.

=====

Record 3
Density functional theory data (ωB97M-V/def2-TZVPD) for C5H13MnO2 as an isolated structure.

Output
Energy relative to the best compared isomer or geometry (same formula, charge and spin), kcal per mole: 64.38
Multiplicity: 6
Charge: +1
HOMO-LUMO gap (alpha / beta), eV: 7.815 / 7.552

```
21
Properties=species:S:1:pos:R:3:forces:R:3
H 0.65194 -1.65998 -0.20752 -0.5643 -0.1007 -0.0693
C -0.02659 -2.25190 0.42434 1.7063 0.1381 -0.1825
C 0.50572 -3.66026 0.62158 -2.9401 -2.2090 0.7504
H -1.07296 -2.25780 0.08503 0.5269 -0.1549 -0.1243
H -0.03642 -1.75333 1.40641 0.0649 -0.3158 -0.1330
H -0.13133 -4.05019 1.43715 -1.2680 -0.6300 -1.0340
H 1.34792 -4.18954 1.07849 0.8835 1.7250 -0.9917
O 0.26955 -4.58375 -0.82101 -0.6332 1.7205 2.4384
C -0.91411 -5.30345 -1.09589 -0.8570 -0.0195 0.7905
C -0.85610 -5.78209 -2.53070 -0.7215 0.3501 -0.1176
O 0.43670 -6.36115 -2.74885 -0.2069 -0.3687 -0.0671
C 0.55573 -7.08594 -3.97069 0.0169 -0.4511 -0.7188
H -1.78418 -4.64339 -0.96775 0.0289 -0.3830 -0.0298
H -0.97128 -6.16234 -0.40717 -0.2496 0.2223 -0.2039
H -0.99147 -4.95119 -3.23973 0.0404 -0.1891 0.1488
H -1.63416 -6.53689 -2.70852 0.2161 0.1385 0.0423
H 1.58142 -7.46425 -4.03186 -0.2738 0.0862 -0.0154
H -0.14755 -7.92828 -3.96493 0.1861 0.2039 0.0028
H 0.34256 -6.42595 -4.82276 0.0706 -0.1698 0.2053
H 2.25628 -3.94453 -0.33313 1.5723 -1.4289 -2.2961
Mn 1.81122 -5.31277 -1.76329 2.4015 1.8358 1.6052
```
Positions in Å, forces in eV/Å.

=====

Record 4
Density functional theory data (ωB97M-V/def2-TZVPD) for an isolated ion of composition C5H13N and charge -1.

Output
Energy relative to the best compared isomer or geometry (same formula, charge and spin), kcal per mole: 20.13
Multiplicity: 2
Charge: -1
HOMO-LUMO gap (alpha / beta), eV: 2.721 / 9.630

```
19
Properties=species:S:1:pos:R:3:forces:R:3
C -1.02334 -2.14872 -0.08841 -0.1011 0.4499 2.3172
C -0.69308 -0.73230 0.44081 -2.1587 1.5837 -0.7794
C -0.61624 0.34737 -0.70639 2.1069 -1.8986 1.2228
C 0.10982 1.64558 -0.35934 -0.9627 1.2555 -0.3751
C 1.64864 1.71230 -0.17885 -1.4610 -1.0484 -1.6789
N 0.40918 -0.60957 1.37824 -0.4884 -0.1719 0.0023
H -0.13059 -2.75321 -0.24492 -0.1525 -0.0159 -0.5346
H -1.79899 -2.12972 -0.83838 0.0860 -0.0390 -0.7786
H -1.56687 -2.58224 0.78993 0.4600 -0.3591 -0.4768
H -1.61378 -0.43183 0.96845 0.3287 -0.1595 0.3394
H -1.59661 0.60270 -1.11143 -0.0369 -0.4407 -0.1185
H 0.00535 -0.27647 -1.38043 -0.4078 1.0258 -0.7749
H -0.43506 2.21153 0.41082 0.1846 -0.4092 0.2821
H -0.13898 2.26870 -1.24730 0.4751 -0.0822 0.1904
H 1.94483 0.90835 -0.86207 0.6787 0.0462 0.1106
H 2.03885 1.47013 0.80136 -0.0232 0.4955 0.1393
H 1.92898 2.63530 -0.69353 0.6430 0.0997 0.7673
H 0.26417 -1.36077 2.05617 0.4918 0.0446 -0.0166
H 1.26371 -0.77714 0.86525 0.3378 -0.3766 0.1619
```
Positions in Å, forces in eV/Å.

=====

Electronic energy: -1577.74673; -550.31539; -1499.36135; -252.96942 (Ha)
Max |F|: 2.19; 3.49; 3.75; 3.09 (eV/Å)